# 1
117
Properties=species:S:1:pos:R:3:mulliken_charge:R:1 method="wB97M-V/def2-TZVPD" multiplicity=6 energy_ev=-87947.8563 s2=8.752 charge=+1 lumo_energy_ev="-2.0 / -2.1" gap_ev="8.57 / 8.47" e_homo_ev="-10.6 / -10.6"
Mn -0.82947 0.29538 0.27234 3.375
C 1.13465 -1.34142 -3.80927 -1.681
C 1.39495 -0.16332 -2.93671 0.055
C 1.83602 1.09682 -3.25257 -1.103
C 1.94989 1.77745 -2.02206 0.125
N 1.56416 0.98306 -1.02441 -0.882
N 1.24593 -0.22403 -1.58711 1.243
B 1.55623 -1.48853 -0.73840 -0.362
N 0.24861 -2.13261 -0.17044 1.224
N -0.94039 -1.94880 -0.87227 0.331
C -1.56286 -3.12540 -0.85798 -1.113
C -0.80711 -4.06971 -0.13025 -1.053
C 0.32368 -3.41505 0.27455 0.052
C 1.51532 -3.95222 0.99175 -1.341
C -2.80041 -3.50962 -1.63929 2.426
C -3.54476 -2.31661 -2.20960 -1.494
C -2.32234 -4.39157 -2.80550 -1.891
C -3.75883 -4.31923 -0.75774 -1.809
N 2.54823 -1.14460 0.35780 0.291
N 2.22829 -0.44818 1.48875 0.823
C 3.38098 -0.22401 2.11323 -0.135
C 4.45467 -0.77107 1.38259 -1.430
C 3.88540 -1.33957 0.27236 0.280
C 4.56154 -2.03714 -0.86107 -1.440
C 3.54400 0.49545 3.43228 2.207
C 4.50493 1.67549 3.23545 -1.672
C 2.22798 1.03291 3.97135 -1.543
C 4.14422 -0.47921 4.45490 -1.928
C 2.55084 3.14528 -1.79983 2.456
C 2.38178 3.60137 -0.35224 -0.989
C 4.05185 3.02638 -2.11249 -1.883
C 1.92008 4.16770 -2.75057 -1.623
H 0.99430 -1.02381 -4.84093 0.523
H 0.24412 -1.87545 -3.47475 0.016
H 1.97056 -2.04178 -3.77486 0.284
H 2.07958 1.46445 -4.23595 0.594
H 2.06336 -2.29705 -1.47039 -0.172
H -1.04108 -5.10696 0.04216 0.618
H 1.24594 -4.85886 1.53121 0.499
H 1.92784 -3.22685 1.69156 0.089
H 2.30186 -4.20435 0.27673 0.267
H -2.88470 -1.70137 -2.82122 0.041
H -3.97253 -1.71073 -1.41360 0.262
H -4.36332 -2.66630 -2.84180 0.505
H -1.66219 -3.82939 -3.46886 0.273
H -3.18005 -4.73593 -3.38647 0.485
H -1.77811 -5.26558 -2.44804 0.407
H -4.07534 -3.74551 0.11566 0.269
H -3.30616 -5.24785 -0.40983 0.359
H -4.65183 -4.58003 -1.32812 0.489
H 5.50244 -0.75498 1.63165 0.615
H 5.63475 -2.05351 -0.68033 0.467
H 4.38272 -1.52947 -1.81038 0.190
H 4.21675 -3.06593 -0.96928 0.194
H 4.09414 2.39773 2.52639 0.188
H 5.46855 1.34006 2.85196 0.378
H 4.67725 2.18624 4.18494 0.463
H 1.53890 0.22681 4.22410 0.307
H 1.76243 1.69384 3.24050 0.144
H 2.40836 1.61195 4.87945 0.494
H 5.12273 -0.83589 4.13260 0.383
H 3.49642 -1.34779 4.58921 0.367
H 4.26444 0.01317 5.42216 0.457
H 2.63696 2.79814 0.34100 -0.276
H 1.35708 3.92226 -0.15377 0.015
H 3.03818 4.45080 -0.15864 0.658
H 4.53297 2.33706 -1.41637 0.346
H 4.53077 4.00257 -2.01924 0.491
H 4.21730 2.65907 -3.12587 0.365
H 0.83698 4.22753 -2.61606 0.077
H 2.11681 3.91685 -3.79399 0.338
H 2.33267 5.16001 -2.56176 0.489
O -0.79315 2.28656 -0.86283 1.170
C -1.63922 3.06810 -1.71157 -1.135
C -1.75555 2.41310 -3.07458 -1.278
C -2.07732 0.91938 -2.92204 -0.471
C -3.23818 0.74950 -1.98781 -0.438
C -4.53358 0.89386 -2.47349 -0.557
C -5.61032 0.80078 -1.61411 -1.151
C -5.36140 0.56995 -0.26988 -1.075
C -4.04759 0.44770 0.13450 -0.964
N -2.99489 0.53111 -0.68493 2.626
H 0.09499 2.22159 -1.25795 -1.416
H -1.24338 4.08393 -1.77880 0.460
H -2.60901 3.12128 -1.21868 0.482
H -0.82495 2.53266 -3.63469 0.506
H -2.54429 2.91430 -3.64170 0.665
H -1.21466 0.36801 -2.54486 -0.789
H -2.32276 0.49817 -3.89808 1.044
H -4.68074 1.06431 -3.53184 0.599
H -6.62235 0.90002 -1.98314 0.456
H -6.16071 0.48523 0.45253 0.532
H -3.81610 0.27277 1.17298 -0.228
C -0.33515 3.00037 1.84771 -0.964
N -1.43715 2.02113 1.93540 0.735
C -2.69507 2.77315 1.96623 -1.169
C -1.25080 1.28200 3.20022 0.021
C -2.14014 0.06085 3.27012 -1.534
N -1.67827 -0.97178 2.32462 0.677
C -2.73373 -1.98649 2.16760 -0.970
C -0.52683 -1.67393 2.93561 -1.238
H -0.23811 3.55309 2.79018 0.600
H -0.52706 3.70485 1.04544 0.274
H 0.60409 2.48689 1.63780 -0.301
H -2.87483 3.22864 0.99371 -0.012
H -2.64292 3.56745 2.72075 0.426
H -3.54101 2.13695 2.20586 0.485
H -1.39802 1.93990 4.06657 0.579
H -0.21322 0.95718 3.23067 -0.840
H -3.17628 0.31213 3.03887 0.541
H -2.14793 -0.33708 4.29280 0.593
H -2.38941 -2.76047 1.48875 0.057
H -3.65021 -1.55438 1.77113 0.362
H -2.96293 -2.44714 3.13680 0.417
H -0.78355 -1.99267 3.95361 0.498
H 0.35971 -1.04960 2.94531 -0.068
H -0.29593 -2.55194 2.34688 0.316

---

# 2
12
Properties=species:S:1:pos:R:3:mulliken_charge:R:1 method="wB97M-V/def2-TZVPD" energy_ev=-30640.3732 e_above_lowest_kj_mol=371.8 charge=0 lumo_energy_ev=-1.5 gap_ev=7.45 e_homo_ev=-9.0
C -0.12926 -0.69281 0.29778 -0.329
C -1.05923 -0.67124 -0.80302 -0.732
C -0.44960 0.08015 1.48366 -0.089
O 2.49021 0.11541 -2.10454 -0.379
O 2.02918 1.58558 -0.16158 -0.414
S 2.75945 0.40517 -0.68302 0.753
Cl -2.02927 1.04439 1.36812 -0.274
H -0.41981 -0.55408 -1.75999 0.184
H -1.90360 -0.09080 -0.79051 0.451
H -1.32740 -1.72133 -0.56755 0.294
H -0.34873 -0.39439 2.46168 0.392
H 0.38806 0.89396 1.25898 0.143

---

# 3
83
Properties=species:S:1:pos:R:3:mulliken_charge:R:1 method="wB97M-V/def2-TZVPD" energy_ev=-52615.3552 charge=0 lumo_energy_ev=-0.8 gap_ev=8.41 e_homo_ev=-9.2
Na -3.43885 -0.93126 1.11966 0.851
C 0.70605 -1.17546 0.77336 -1.148
C -0.77368 -0.96417 0.54736 0.677
O -1.39899 0.13817 0.64051 -0.748
O -1.39216 -2.05514 0.23563 -0.790
H 0.96691 -0.65090 1.69254 0.172
H 1.24897 -0.76245 -0.07680 0.347
H 1.05556 -2.19390 0.94290 0.380
C -2.76239 -2.71538 -2.96862 -1.196
C -2.68999 -1.32310 -3.67539 0.543
C -3.96475 -0.94356 -4.44240 -0.854
O -4.38892 -1.95157 -5.50580 -0.393
C -3.57488 -1.95253 -6.69677 -0.662
N -2.23378 -0.27630 -2.79788 -0.542
H -2.88906 -3.52211 -3.69060 0.428
H -3.55302 -2.70894 -2.21831 0.215
H -1.87471 -2.93619 -2.37587 0.304
H -1.81358 -1.47105 -4.30635 0.149
H -3.85252 -0.02230 -5.01404 0.456
H -4.88089 -0.83880 -3.86118 0.313
H -4.08852 -2.54666 -7.45259 0.254
H -2.56981 -2.34851 -6.55140 0.249
H -3.50746 -0.90637 -6.99526 0.307
H -3.05780 -0.07038 -2.25137 0.307
H -1.68896 -0.66811 -2.04305 0.118
C 6.68890 2.06890 -3.71123 -1.460
C 5.49775 2.85347 -3.07686 0.541
C 4.94227 2.05874 -1.82284 -0.681
O 4.34644 0.86016 -2.24348 -0.352
C 4.11625 -0.04642 -1.18667 -0.595
N 6.05489 4.12130 -2.60947 -0.757
H 6.32550 1.08406 -4.00475 0.339
H 7.55875 1.93326 -3.06854 0.363
H 7.12590 2.44989 -4.63426 0.394
H 4.78528 2.97810 -3.89230 0.257
H 4.19522 2.57177 -1.21719 0.293
H 5.62196 1.72770 -1.03765 0.378
H 3.60150 -0.94802 -1.51868 0.284
H 3.53481 0.36275 -0.36047 0.087
H 4.99939 -0.38964 -0.64781 0.415
H 5.29676 4.78691 -2.56151 0.249
H 6.52354 4.57723 -3.37927 0.277
C 0.46526 3.12475 6.65189 -1.462
C -0.03618 3.44833 5.27298 0.495
C 0.55916 2.49830 4.12601 -0.199
O 1.88551 2.86274 3.77250 -0.412
C 2.36307 1.97111 2.73074 -0.848
N -1.45999 3.40603 5.39342 -0.703
H 1.54919 3.23841 6.63575 0.353
H 0.36878 2.06669 6.89542 0.304
H 0.04235 3.63674 7.51624 0.347
H 0.36830 4.45518 5.16934 0.181
H -0.01064 2.66572 3.21200 0.075
H 0.42548 1.43396 4.31938 0.344
H 3.39844 2.26898 2.56529 0.372
H 1.87018 2.25312 1.80034 0.352
H 2.36567 0.88561 2.82968 0.303
H -1.64407 4.28464 5.85630 0.301
H -1.87530 3.45079 4.47384 0.192
C -1.06192 -5.43317 -0.54428 0.471
O -0.95434 -6.50917 -1.11370 -0.748
N -1.98339 -5.14101 0.27938 -0.229
N -0.24760 -4.46336 -0.64218 -0.319
H -2.52880 -5.89959 0.66301 0.176
H -2.16272 -4.18965 0.56720 0.171
H -0.49977 -3.54995 -0.29263 0.364
H 0.41204 -4.50504 -1.40589 0.216
C -1.98102 -3.04599 3.79294 0.566
O -2.76709 -2.25962 3.28335 -0.576
N -0.81145 -3.43355 3.21882 -0.349
N -2.11403 -3.66793 4.95213 -0.413
H -0.13506 -4.05935 3.63230 0.211
H -0.90541 -3.00460 2.30927 0.145
H -2.93495 -3.30112 5.41217 0.263
H -1.45626 -4.30467 5.37874 0.171
C -3.25005 3.12644 -0.26044 0.474
O -3.98106 4.00790 -0.56584 -0.661
N -2.53126 2.29950 -1.08981 -0.339
N -2.96434 2.82559 0.96901 -0.286
H -2.86265 2.37089 -2.04122 0.192
H -1.90084 1.59391 -0.73651 0.313
H -2.35280 2.06543 1.23035 0.265
H -3.45837 3.27382 1.72738 0.153

---

# 4
83
Properties=species:S:1:pos:R:3:mulliken_charge:R:1 method="wB97M-V/def2-TZVPD" multiplicity=6 energy_ev=-58115.8772 e_above_lowest_kj_mol=263.2 s2=8.771 charge=+2 lumo_energy_ev="-5.5 / -8.1" gap_ev="6.63 / 5.26" e_homo_ev="-12.1 / -13.4"
Ir -2.19928 -0.87625 -1.58982 0.352
C -0.15299 3.47427 1.12956 0.635
C -0.85617 2.80547 2.15730 1.077
C 1.37588 2.83076 2.73084 0.476
C 1.22612 3.46512 1.46266 0.656
C 0.08340 2.45726 3.16561 0.219
C -0.71411 4.06633 -0.10706 -1.541
H -1.79540 4.18922 -0.03626 0.431
H -0.54973 3.41912 -0.97822 0.190
H -0.24571 5.03228 -0.29111 0.486
C 2.33224 3.95961 0.61707 -1.482
H 2.17159 3.67013 -0.42473 0.230
H 3.28720 3.52505 0.93973 0.392
H 2.40356 5.05347 0.64556 0.461
C 2.63101 2.60860 3.48183 -1.362
H 2.88488 3.52544 4.05260 0.371
H 3.46158 2.40254 2.79757 0.371
H 2.54605 1.76741 4.18164 0.353
C -0.20806 1.78255 4.44073 -1.582
H -0.27195 2.50627 5.26210 0.332
H 0.59343 1.05361 4.67796 0.493
H -1.16964 1.25981 4.39215 0.362
C -2.27940 2.44117 2.16921 -1.403
H -2.94006 3.24694 2.51848 0.360
H -2.38820 1.57375 2.82528 0.329
H -2.58764 2.15251 1.15986 0.235
C -2.29010 -2.34817 -2.92606 0.021
C -3.36118 -1.36100 -3.10156 -0.610
C -4.76901 -1.74735 -2.71640 -0.695
C -4.93805 -1.69583 -1.17086 -1.029
C -3.69924 -1.35024 -0.39117 -0.570
C -2.57018 -2.26580 -0.18802 0.148
C -2.65549 -3.66423 -0.77630 -0.998
C -2.47286 -3.71277 -2.31826 -1.303
H -4.95364 -2.75690 -3.08960 0.281
H -5.37445 -2.63473 -0.84290 0.343
H -5.49728 -1.04598 -3.16990 0.354
H -3.30683 -4.27967 -2.75881 0.501
H -1.46803 -2.27719 -3.61300 0.561
H -3.27304 -0.78364 -4.02155 0.614
H -1.54185 -4.24449 -2.52624 0.372
H -1.87624 -4.27063 -0.29999 0.390
H -2.03779 -2.14588 0.76380 0.381
H -3.61598 -4.12723 -0.50529 0.408
H -5.71102 -0.94601 -0.96240 0.350
H -3.87446 -0.64877 0.42699 0.607
P 0.42634 -0.82080 -1.47296 -0.296
P 1.81078 -1.25079 1.37375 0.721
C 0.89201 -2.60468 -1.06330 -0.558
C 1.34310 -2.81249 0.40501 -1.328
H 1.71693 -2.80433 -1.76110 0.642
H 0.10358 -3.34691 -1.28773 0.111
H 0.55517 -3.27333 0.99501 0.465
H 2.24777 -3.44371 0.49123 0.477
C 2.87191 -1.59033 2.81011 -1.272
H 2.92821 -0.69808 3.45683 0.228
H 3.89183 -1.81236 2.47705 0.404
H 2.51124 -2.42494 3.42546 0.441
C 0.17969 -1.12106 2.27221 -0.917
H -0.21445 -2.14182 2.47193 0.538
H -0.52394 -0.57901 1.61354 -0.216
H 0.25784 -0.58778 3.24085 0.293
C 0.59055 -0.78343 -3.30561 -1.135
H 0.42507 0.26357 -3.57320 0.382
H -0.07348 -1.38773 -3.94318 0.375
H 1.62112 -1.06527 -3.53175 0.340
C -2.21130 1.11063 -1.49476 -0.530
H -1.70752 1.43843 -0.57125 -0.778
H -3.26618 1.40082 -1.54079 0.663
H -1.61850 1.53383 -2.32111 0.515
C 3.93591 -1.39080 -1.90422 -1.297
Si 3.06160 0.04564 -1.01886 1.401
C 4.08318 0.70228 0.42187 -0.850
C 2.88857 1.49355 -2.24933 -1.268
H 4.14681 -2.21952 -1.20964 0.347
H 4.90078 -0.99522 -2.27469 0.459
H 3.38106 -1.79250 -2.76527 0.339
H 4.72034 -0.07844 0.85210 0.436
H 3.43983 1.10137 1.20739 -0.327
H 4.73217 1.50933 0.05798 0.514
H 3.25696 1.17909 -3.23968 0.406
H 1.84435 1.81908 -2.33751 0.223
H 3.49883 2.34176 -1.89941 0.485

---

# 5
9
Properties=species:S:1:pos:R:3:mulliken_charge:R:1 method="wB97M-V/def2-TZVPD" energy_ev=-8959.2528 e_above_lowest_kj_mol=103.6 charge=0 lumo_energy_ev=0.7 gap_ev=10.37 e_homo_ev=-9.7
C 0.06250 1.43111 0.07669 -0.684
C 0.98529 0.46952 -0.05221 0.487
C -1.01741 0.48184 0.00140 0.459
C 0.03828 -0.68332 0.02190 -0.435
O -2.18522 0.59793 -0.08312 -0.529
F 2.28383 0.31818 -0.07588 -0.257
H 0.05532 2.44298 -0.01597 0.486
H 0.25596 -1.38529 -0.83108 0.262
H -0.17765 -1.12330 0.96072 0.211